No. 1
The following is a quantum chemistry calculation of a 2-piece molecular cluster, C6H9N overall, from OMol25.

Geometry as XYZ:
```
16
Properties=species:S:1:pos:R:3:forces:R:3:mulliken_charge:R:1
C -0.459 -2.738 -1.398 0.087 -0.104 0.115 -0.94
C 0.249 -1.896 -0.679 -0.014 0.248 -0.080 0.42
C 0.775 -0.831 -0.224 -0.308 -0.058 -0.311 0.09
C 0.883 0.492 -0.273 0.163 -0.119 0.056 -0.51
N 0.062 1.398 0.395 0.175 -0.134 -0.134 -0.20
C 0.577 1.978 1.623 0.196 0.250 0.246 -0.39
C -0.554 1.011 1.640 -0.166 -0.160 0.159 -0.42
H -0.070 -3.109 -2.342 -0.022 -0.152 0.214 0.28
H -0.950 -0.478 -2.217 -0.114 0.273 -0.171 -0.01
H -1.470 -3.005 -1.104 0.185 -0.119 0.008 0.27
H 1.637 0.965 -0.897 0.062 -0.057 0.159 0.36
H -0.713 0.200 -2.012 -0.227 0.038 -0.268 0.03
H 0.412 3.043 1.751 -0.041 -0.116 0.039 0.24
H 1.542 1.603 1.955 -0.122 0.090 0.024 0.27
H -0.352 0.002 1.993 -0.015 0.148 -0.024 0.25
H -1.570 1.366 1.789 0.161 -0.028 -0.031 0.24
```
Positions in Å, forces in eV/Å.

Kohn-Sham gap in eV: 9.033
Structure (SMILES): C=C=C=CN1CC1.[H][H]
Relative energy (zero: lowest compared OMol25 entry of this formula, charge and spin) in eV: 5.527
E_HOMO in eV: -8.33



No. 2
The following is a quantum chemistry calculation of a 3-piece molecular cluster, C4H6O2 overall, from OMol25.

Geometry as XYZ:
```
12
Properties=species:S:1:pos:R:3:forces:R:3:mulliken_charge:R:1
O 0.695 2.671 0.497 0.042 -0.397 -0.072 -0.15
C 0.913 1.586 0.275 -0.097 1.011 0.141 0.15
C -1.627 0.392 -0.034 0.207 -0.610 -0.078 -0.70
C -1.457 -0.926 -0.132 -0.051 0.606 0.118 -0.43
O 1.135 -1.628 -0.383 0.640 0.319 0.111 -0.41
C 1.913 -0.747 -0.117 -0.229 -0.712 -0.166 -0.15
H -1.553 1.026 -0.904 -0.200 0.105 -0.176 0.32
H -1.749 0.892 0.918 -0.161 -0.073 0.044 0.31
H -1.429 -1.550 0.747 -0.139 -0.113 0.121 0.25
H -1.248 -1.422 -1.069 -0.148 0.096 -0.039 0.24
H 2.420 -0.154 -0.896 0.052 -0.070 -0.049 0.28
H 2.169 -0.479 0.920 0.084 -0.161 0.045 0.28
```
Positions in Å, forces in eV/Å.

Kohn-Sham gap in eV: 10.639
Relative energy (zero: lowest compared OMol25 entry of this formula, charge and spin) in eV: 2.689
E_HOMO in eV: -9.85